No. 1
{"formula": "C51H71GeN4P3RhSi", "method": "wB97M-V/def2-TZVPD", "gap_ev": [5.32, 4.57], "homo_ev": [-12.276, -12.281], "total_charge": 2, "lumo_ha": [-0.2555, -0.2833], "multiplicity": 2, "e_above_lowest_kcal_mol": 15.7, "species": ["Rh", "C", "C", "C", "P", "C", "N", "Ge", "N", "C", "P", "C", "C", "C", "C", "C", "C", "C", "C", "C", "C", "C", "C", "N", "C", "C", "C", "C", "C", "C", "C", "C", "C", "C", "C", "C", "N", "C", "P", "C", "C", "C", "C", "C", "C", "C", "C", "C", "H", "H", "H", "H", "H", "H", "H", "H", "H", "H", "H", "H", "H", "H", "H", "H", "H", "H", "H", "H", "H", "H", "H", "H", "H", "H", "H", "H", "H", "H", "H", "H", "H", "H", "H", "H", "H", "H", "H", "H", "H", "H", "H", "H", "H", "H", "H", "H", "H", "H", "H", "H", "H", "H", "H", "H", "H", "H", "H", "H", "C", "C", "C", "C", "C", "C", "Si", "C", "C", "C", "C", "C", "C", "H", "H", "H", "H", "H", "H", "H", "H", "H", "H", "H"], "xyz": [[0.178, -0.305, -0.558], [4.899, -0.384, 1.576], [3.837, -1.001, 0.651], [3.629, -2.453, 1.067], [2.244, -0.015, 0.590], [1.805, 0.006, 2.386], [0.714, 0.890, 2.687], [-0.687, 0.878, 1.475], [-1.858, -0.394, 2.201], [-2.171, -1.644, 1.565], [-0.862, -2.138, 0.393], [0.365, -3.155, 1.335], [0.883, -4.311, 0.474], [-0.104, -3.649, 2.705], [-1.689, -3.332, -0.745], [-2.450, -4.405, 0.041], [-2.610, -2.671, -1.756], [-2.253, -0.180, 3.531], [-2.899, -1.118, 4.334], [-3.108, -0.852, 5.683], [-2.674, 0.333, 6.256], [-2.086, 1.301, 5.450], [-1.923, 1.055, 4.105], [-1.456, 2.072, 3.169], [-0.275, 2.800, 3.613], [-0.272, 4.059, 4.173], [0.938, 4.605, 4.589], [2.111, 3.885, 4.436], [2.113, 2.637, 3.819], [0.913, 2.097, 3.377], [-2.498, 2.928, 2.653], [-3.453, 3.562, 3.419], [-4.328, 4.453, 2.813], [-4.207, 4.704, 1.454], [-3.263, 4.041, 0.681], [-2.409, 3.108, 1.272], [-1.489, 2.299, 0.590], [-1.347, 2.423, -0.845], [-1.671, 0.827, -1.669], [-3.516, 0.610, -1.630], [-4.120, 0.622, -0.226], [-4.270, 1.651, -2.463], [-1.238, 1.140, -3.432], [-1.817, 0.061, -4.348], [-1.485, 2.556, -3.963], [2.870, 1.735, 0.344], [1.781, 2.766, 0.076], [3.941, 1.881, -0.745], [5.814, -0.962, 1.448], [4.626, -0.464, 2.627], [5.141, 0.650, 1.363], [4.210, -0.992, -0.377], [3.249, -2.535, 2.087], [4.589, -2.968, 1.041], [2.960, -2.976, 0.391], [2.706, 0.289, 2.921], [1.564, -1.009, 2.702], [-3.128, -1.650, 1.028], [-2.232, -2.459, 2.288], [1.187, -2.465, 1.504], [0.127, -5.078, 0.335], [1.732, -4.783, 0.967], [1.206, -3.982, -0.511], [-0.985, -4.285, 2.647], [-0.313, -2.826, 3.390], [0.698, -4.245, 3.141], [-0.874, -3.801, -1.305], [-3.233, -3.973, 0.662], [-1.809, -5.017, 0.668], [-2.935, -5.069, -0.676], [-3.521, -2.306, -1.281], [-2.901, -3.400, -2.512], [-2.116, -1.847, -2.261], [-3.251, -2.055, 3.930], [-3.611, -1.591, 6.290], [-2.809, 0.514, 7.311], [-1.760, 2.245, 5.868], [-1.197, 4.608, 4.291], [0.956, 5.583, 5.046], [3.046, 4.301, 4.784], [3.048, 2.110, 3.698], [-3.515, 3.369, 4.482], [-5.081, 4.956, 3.400], [-4.858, 5.423, 0.980], [-3.214, 4.263, -0.372], [-0.342, 2.736, -1.136], [-2.022, 3.167, -1.256], [-3.673, -0.368, -2.082], [-4.246, 1.644, 0.125], [-3.521, 0.111, 0.509], [-5.109, 0.165, -0.258], [-4.050, 2.669, -2.145], [-5.336, 1.491, -2.301], [-4.089, 1.571, -3.529], [-0.157, 1.006, -3.435], [-2.894, 0.161, -4.470], [-1.606, -0.942, -3.986], [-1.363, 0.144, -5.333], [-2.537, 2.808, -4.055], [-1.048, 2.615, -4.961], [-1.000, 3.321, -3.358], [3.330, 1.959, 1.309], [1.216, 2.490, -0.813], [2.244, 3.732, -0.130], [1.099, 2.918, 0.914], [3.520, 1.762, -1.740], [4.771, 1.189, -0.651], [4.346, 2.892, -0.686], [5.797, -2.887, -2.631], [5.726, -1.557, -3.020], [4.533, -0.861, -2.896], [3.393, -1.477, -2.368], [3.481, -2.819, -2.009], [4.669, -3.522, -2.135], [1.813, -0.480, -2.429], [1.173, -0.979, -4.119], [0.766, -2.284, -4.400], [0.496, -2.683, -5.699], [0.633, -1.779, -6.742], [1.037, -0.476, -6.483], [1.292, -0.075, -5.180], [6.724, -3.433, -2.739], [6.596, -1.064, -3.428], [4.496, 0.171, -3.221], [2.605, -3.342, -1.653], [4.715, -4.565, -1.853], [2.171, 0.957, -2.573], [0.688, -3.013, -3.600], [0.195, -3.702, -5.903], [0.438, -2.091, -7.759], [1.155, 0.226, -7.296], [1.622, 0.941, -4.999]]}

***

No. 2
{"formula": "C51H73BiN9O3PSe", "method": "wB97M-V/def2-TZVPD", "gap_ev": 7.21, "homo_ev": -17.670, "total_charge": 4, "lumo_ha": -0.3844, "e_above_lowest_kcal_mol": 90.9, "species": ["Bi", "N", "C", "C", "C", "C", "C", "C", "C", "C", "N", "C", "H", "H", "H", "H", "H", "H", "H", "H", "O", "C", "C", "C", "C", "N", "C", "C", "C", "C", "C", "C", "O", "C", "C", "N", "H", "H", "H", "H", "H", "H", "H", "H", "H", "H", "H", "H", "N", "C", "C", "C", "N", "C", "C", "N", "C", "H", "H", "H", "H", "H", "H", "H", "H", "H", "H", "H", "H", "H", "H", "H", "H", "Se", "N", "C", "C", "C", "C", "C", "C", "N", "H", "H", "H", "H", "O", "P", "C", "C", "C", "C", "C", "C", "C", "C", "C", "C", "C", "C", "C", "C", "C", "C", "C", "C", "H", "H", "H", "H", "H", "H", "H", "H", "H", "H", "H", "H", "H", "H", "H", "H", "H", "H", "H", "H", "H", "H", "H", "H", "H", "H", "H", "H", "H", "H", "H", "H", "H"], "xyz": [[-0.016, -1.362, -0.787], [0.586, -3.382, -2.170], [1.613, -3.098, -3.155], [1.853, -3.880, -4.246], [2.917, -3.574, -5.123], [3.747, -2.523, -4.859], [3.515, -1.698, -3.730], [4.354, -0.621, -3.368], [4.069, 0.130, -2.260], [2.909, -0.151, -1.534], [2.087, -1.143, -1.849], [2.407, -1.966, -2.907], [0.951, -4.016, -1.461], [-0.198, -3.853, -2.602], [1.245, -4.763, -4.433], [3.089, -4.201, -5.988], [4.592, -2.308, -5.506], [5.231, -0.406, -3.974], [4.711, 0.945, -1.946], [2.635, 0.429, -0.664], [-2.929, 4.593, -3.350], [-1.504, 4.518, -3.534], [-1.063, 3.195, -2.970], [-0.110, 3.102, -1.969], [0.177, 1.862, -1.436], [-0.424, 0.742, -1.872], [-1.333, 0.815, -2.862], [-1.666, 2.027, -3.424], [-2.023, -0.456, -3.230], [-2.965, -0.519, -4.236], [-3.656, -1.699, -4.479], [-4.651, -1.781, -5.595], [-4.939, -0.468, -6.017], [-3.394, -2.789, -3.658], [-2.435, -2.667, -2.684], [-1.734, -1.533, -2.480], [-3.260, 5.339, -3.864], [-0.994, 5.335, -3.031], [-1.245, 4.557, -4.592], [0.380, 3.987, -1.574], [0.849, 1.752, -0.586], [-2.419, 2.093, -4.200], [-3.193, 0.334, -4.858], [-5.538, -2.317, -5.258], [-4.201, -2.380, -6.393], [-5.535, -0.494, -6.772], [-3.928, -3.727, -3.773], [-2.221, -3.497, -2.017], [-4.473, 3.984, -2.336], [-4.266, 2.837, -1.362], [-3.760, 3.375, -0.031], [-3.394, 2.198, 0.881], [-2.192, 1.576, 0.299], [-4.591, 1.250, 1.021], [-5.290, 0.841, -0.283], [-4.495, -0.138, -1.048], [-5.559, 2.066, -1.165], [-3.578, 4.399, -2.613], [-5.052, 4.712, -1.923], [-4.940, 3.672, -3.184], [-3.516, 2.182, -1.798], [-4.539, 3.979, 0.453], [-2.877, 4.013, -0.170], [-3.186, 2.600, 1.874], [-1.889, 0.708, 0.747], [-1.410, 2.207, 0.453], [-5.334, 1.765, 1.637], [-4.294, 0.353, 1.580], [-6.256, 0.424, -0.006], [-5.085, -0.571, -1.749], [-4.212, -0.883, -0.421], [-6.314, 2.698, -0.680], [-5.970, 1.731, -2.127], [-2.545, -4.276, 0.948], [-0.960, -3.614, 0.408], [-0.032, -4.314, 1.064], [1.392, -4.110, 1.005], [2.198, -4.916, 1.743], [1.686, -5.979, 2.566], [0.359, -6.207, 2.674], [-0.541, -5.365, 1.940], [-1.852, -5.473, 1.999], [1.834, -3.298, 0.424], [3.272, -4.752, 1.717], [2.387, -6.600, 3.111], [-0.042, -7.008, 3.284], [0.974, 0.032, 1.089], [1.686, 0.371, 2.424], [3.103, -0.711, 2.690], [4.024, -0.851, 1.465], [5.298, -1.583, 1.887], [6.131, -0.721, 2.863], [5.258, 0.284, 3.637], [3.893, -0.321, 3.977], [0.616, 0.187, 3.902], [-0.866, 0.591, 3.603], [-1.867, -0.465, 4.069], [-1.549, -1.822, 3.444], [-0.068, -2.236, 3.676], [0.684, -1.216, 4.535], [2.227, 2.102, 2.475], [3.136, 2.502, 1.281], [3.038, 4.000, 0.947], [2.894, 4.815, 2.227], [1.557, 4.489, 2.923], [1.044, 3.079, 2.580], [2.636, -1.691, 2.842], [4.299, 0.131, 1.058], [3.511, -1.407, 0.675], [5.889, -1.840, 1.009], [5.017, -2.528, 2.367], [6.913, -0.188, 2.321], [6.636, -1.375, 3.576], [5.126, 1.208, 3.061], [5.760, 0.567, 4.561], [3.326, 0.375, 4.602], [4.050, -1.214, 4.586], [1.046, 0.903, 4.607], [-0.996, 0.737, 2.528], [-1.102, 1.538, 4.085], [-2.876, -0.146, 3.799], [-1.850, -0.543, 5.158], [-1.749, -1.756, 2.367], [-2.224, -2.578, 3.846], [0.449, -2.317, 2.713], [-0.013, -3.218, 4.150], [1.715, -1.536, 4.686], [0.243, -1.163, 5.530], [2.805, 2.176, 3.405], [2.870, 1.926, 0.397], [4.173, 2.263, 1.519], [2.177, 4.193, 0.295], [3.928, 4.304, 0.395], [2.956, 5.879, 2.011], [3.735, 4.581, 2.888], [0.796, 5.219, 2.641], [1.677, 4.569, 4.005], [0.502, 3.088, 1.622], [0.335, 2.769, 3.344]]}

***

No. 3
{"formula": "C51H74N11O3S2", "method": "wB97M-V/def2-TZVPD", "gap_ev": 5.12, "homo_ev": -3.463, "total_charge": -1, "lumo_ha": 0.0610, "e_above_lowest_kcal_mol": 91.6, "species": ["C", "C", "C", "O", "H", "H", "H", "H", "H", "H", "H", "C", "S", "O", "C", "H", "H", "H", "H", "H", "H", "C", "S", "O", "C", "H", "H", "H", "H", "H", "H", "N", "C", "C", "C", "C", "H", "H", "H", "H", "H", "N", "C", "C", "C", "C", "H", "H", "H", "H", "H", "N", "C", "C", "C", "C", "H", "H", "H", "H", "H", "N", "C", "C", "C", "C", "H", "H", "H", "H", "H", "N", "C", "C", "C", "C", "H", "H", "H", "H", "H", "N", "C", "C", "C", "C", "H", "H", "H", "H", "H", "N", "C", "C", "C", "C", "H", "H", "H", "H", "H", "N", "C", "C", "C", "C", "H", "H", "H", "H", "H", "N", "C", "C", "C", "C", "H", "H", "H", "H", "H", "N", "C", "C", "C", "C", "H", "H", "H", "H", "H", "N", "C", "C", "C", "C", "H", "H", "H", "H", "H"], "xyz": [[0.493, 0.869, 0.905], [0.845, -0.580, 0.529], [0.989, -0.628, -1.013], [1.963, -1.112, 1.206], [-0.262, 1.362, 0.293], [1.356, 1.535, 0.911], [0.180, 0.883, 1.949], [-0.027, -1.197, 0.748], [1.347, -1.609, -1.327], [1.714, 0.147, -1.264], [0.015, -0.391, -1.440], [-5.014, -0.955, -6.221], [-3.865, -0.243, -5.052], [-3.696, 1.266, -5.412], [-4.647, -0.234, -3.392], [-5.819, -0.221, -6.262], [-5.442, -1.787, -5.661], [-4.591, -1.188, -7.198], [-5.468, 0.483, -3.381], [-3.888, -0.191, -2.611], [-5.081, -1.219, -3.222], [-6.393, 3.516, 1.439], [-7.608, 2.451, 0.663], [-7.942, 1.372, 1.703], [-9.142, 3.516, 0.705], [-6.322, 4.484, 0.943], [-5.459, 2.957, 1.398], [-6.678, 3.628, 2.485], [-9.373, 3.649, 1.762], [-9.962, 3.028, 0.178], [-8.998, 4.512, 0.285], [0.135, 6.700, 2.531], [1.038, 7.705, 2.858], [1.407, 7.494, 4.193], [0.612, 6.532, 4.742], [-0.205, 6.042, 3.706], [-0.343, 6.559, 1.653], [1.360, 8.423, 2.119], [2.222, 7.953, 4.733], [0.547, 6.216, 5.773], [-0.932, 5.265, 3.523], [0.168, 5.959, -2.470], [-0.785, 4.962, -2.453], [-2.002, 5.632, -2.299], [-1.764, 6.960, -2.274], [-0.427, 7.179, -2.413], [1.153, 5.779, -2.605], [-0.508, 3.936, -2.649], [-2.981, 5.176, -2.289], [-2.609, 7.629, -2.203], [0.192, 8.032, -2.648], [-0.898, -5.851, -3.300], [-0.540, -6.752, -4.264], [-1.566, -6.894, -5.152], [-2.604, -6.013, -4.701], [-2.151, -5.417, -3.531], [-0.289, -5.471, -2.590], [0.424, -7.235, -4.203], [-1.639, -7.477, -6.057], [-3.527, -5.846, -5.236], [-2.584, -4.739, -2.810], [-6.630, -3.858, 1.676], [-7.445, -4.966, 1.591], [-6.707, -6.025, 1.192], [-5.412, -5.612, 1.025], [-5.423, -4.261, 1.187], [-6.893, -2.896, 1.837], [-8.503, -4.873, 1.783], [-7.103, -7.024, 1.086], [-4.506, -6.146, 0.776], [-4.690, -3.472, 1.109], [-3.068, -0.843, 6.009], [-2.905, 0.526, 5.954], [-4.091, 1.181, 6.085], [-5.102, 0.164, 6.255], [-4.418, -1.018, 6.076], [-2.346, -1.549, 6.023], [-1.905, 0.931, 5.898], [-4.148, 2.241, 6.280], [-6.171, 0.166, 6.405], [-4.826, -2.014, 5.988], [4.962, 3.651, -2.480], [5.040, 4.771, -3.232], [5.109, 5.874, -2.411], [5.102, 5.443, -1.098], [4.960, 4.063, -1.146], [4.863, 2.720, -2.860], [4.954, 4.630, -4.299], [5.165, 6.896, -2.758], [5.200, 6.132, -0.272], [4.779, 3.387, -0.324], [5.273, 1.871, 4.286], [6.427, 1.695, 5.059], [6.597, 2.837, 5.808], [5.571, 3.722, 5.469], [4.800, 3.160, 4.457], [4.828, 1.235, 3.641], [7.000, 0.780, 5.082], [7.435, 3.035, 6.460], [5.481, 4.751, 5.785], [3.964, 3.518, 3.874], [1.059, 1.881, -8.629], [2.028, 1.744, -7.709], [3.298, 1.945, -8.251], [3.022, 2.214, -9.611], [1.673, 2.229, -9.816], [0.055, 1.800, -8.552], [1.749, 1.486, -6.698], [4.312, 1.814, -7.903], [3.810, 2.484, -10.299], [1.036, 2.301, -10.685], [6.637, -1.699, -0.984], [7.057, -2.448, -2.054], [8.338, -2.116, -2.322], [8.765, -1.202, -1.456], [7.698, -0.925, -0.607], [5.708, -1.687, -0.588], [6.395, -3.122, -2.577], [8.860, -2.339, -3.241], [9.798, -0.890, -1.487], [7.644, -0.345, 0.302], [1.100, -4.062, 5.533], [1.736, -4.165, 6.728], [0.946, -4.927, 7.556], [-0.193, -5.349, 6.833], [-0.089, -4.798, 5.495], [1.477, -3.579, 4.730], [2.699, -3.676, 6.750], [1.133, -5.203, 8.583], [-1.047, -5.872, 7.236], [-0.691, -4.765, 4.599], [2.649, -6.737, 0.524], [3.525, -7.482, -0.192], [2.989, -8.782, -0.370], [1.652, -8.684, 0.085], [1.494, -7.484, 0.637], [2.812, -5.776, 0.789], [4.464, -7.048, -0.505], [3.543, -9.561, -0.873], [0.849, -9.399, 0.187], [0.664, -7.140, 1.236]]}